# 1
9
Properties=species:S:1:pos:R:3:forces:R:3:nbo_charge:R:1 method="wB97M-V/def2-TZVPD" homo_lumo_gap_ev="7.16 / 7.72" lumo_ev="-0.6 / -0.3" relative_energy_kj_mol=540.9
C -2.76795 -0.37640 -0.15182 2.756 -0.869 0.868 -0.097
C -1.57376 -0.69243 -0.06386 -2.922 0.777 -0.101 -0.219
C -0.20987 -0.77017 0.16361 -0.535 1.454 -0.760 0.558
N 1.23684 1.28172 -0.09415 -0.709 -0.109 0.661 -0.915
O 0.66444 -1.53122 0.14201 0.385 -1.364 0.363 -0.433
S 2.48416 0.26395 -0.08700 1.077 0.496 -0.824 0.399
H -3.81203 -0.22018 -0.00365 -0.011 0.088 -0.437 0.246
H 0.87936 1.56364 -1.02478 0.689 -0.742 0.504 0.370
H 3.09880 0.48108 1.11965 -0.730 0.269 -0.274 0.090

***

# 2
9
Properties=species:S:1:pos:R:3:forces:R:3:nbo_charge:R:1 method="wB97M-V/def2-TZVPD" homo_lumo_gap_ev=7.71 lumo_ev=-0.8 relative_energy_kj_mol=682.2
C -2.09133 -0.07912 0.25373 -2.389 1.088 0.556 0.191
C 0.60880 1.58270 -0.15889 -3.012 -2.959 0.691 -0.690
C 0.03251 -1.09232 -0.12312 2.647 -2.224 0.616 -0.479
N -1.21140 -0.80522 0.03456 1.284 -0.355 -0.391 -0.244
O 2.51673 -0.38102 -0.10514 0.533 -0.490 0.805 -0.914
S 1.20281 0.16221 0.21101 -1.044 0.515 -2.196 1.466
H -2.95369 0.45953 -0.13166 0.591 -0.233 -0.013 0.244
H 1.32580 2.24907 0.02645 2.998 3.305 0.256 0.169
H 0.56977 -2.09581 -0.00694 -1.607 1.353 -0.324 0.256

***

# 3
10
Properties=species:S:1:pos:R:3:forces:R:3:nbo_charge:R:1 method="wB97M-V/def2-TZVPD" homo_lumo_gap_ev=7.69 lumo_ev=-0.1 relative_energy_kj_mol=354.9
C 0.26397 1.37581 -0.41097 -0.753 0.519 0.199 -0.019
C -0.89433 1.31580 0.26215 0.373 -0.176 -0.277 -0.472
C -0.02570 -1.09855 0.19059 3.353 2.766 -1.799 -0.396
N 1.06017 0.28915 -0.49215 -1.963 -3.987 1.839 -0.559
O -0.26604 -3.44487 1.08639 -0.283 -0.689 0.281 -0.930
S -1.40284 -0.29809 0.76031 -0.011 -0.200 0.133 0.440
S 0.64265 -2.60831 0.28354 -0.512 1.479 -0.117 1.065
H 0.62097 2.29998 -0.84839 0.040 0.018 -0.001 0.231
H -1.53554 2.13650 0.51073 -0.136 0.170 -0.010 0.246
H 1.53671 0.03258 -1.34219 -0.109 0.100 -0.247 0.396

***

# 4
10
Properties=species:S:1:pos:R:3:forces:R:3:nbo_charge:R:1 method="wB97M-V/def2-TZVPD" homo_lumo_gap_ev=7.70 smiles="O=S1#CSC=CN1" lumo_ev=-1.0 relative_energy_kj_mol=518.4
C -1.16721 -0.01131 -0.01000 1.001 1.295 -0.626 0.067
C -0.63579 1.24870 -0.08351 -1.561 0.655 0.233 -0.595
C 2.16589 0.74247 0.24831 -2.307 -0.362 0.058 -0.492
N -0.48392 -1.10670 0.32564 3.159 2.388 1.367 -0.763
O 1.85323 -1.75232 -0.63296 0.951 -1.963 -2.899 -0.941
S 0.99117 1.92411 0.16823 -0.074 -1.354 -0.362 0.542
S 1.40660 -0.96838 0.45459 -0.419 2.099 3.215 1.316
H -2.21489 -0.04910 -0.23013 -0.456 -0.480 -0.203 0.215
H -1.42190 2.01066 -0.30129 1.129 -0.358 0.243 0.240
H -0.49319 -2.03813 0.06112 -1.424 -1.920 -1.027 0.412

***

# 5
11
Properties=species:S:1:pos:R:3:forces:R:3:nbo_charge:R:1 method="wB97M-V/def2-TZVPD" homo_lumo_gap_ev=8.11 smiles="O=C(S)C1=NSCS1" lumo_ev=-0.8 relative_energy_kj_mol=176.8
C 1.89887 0.44049 -0.23676 1.412 0.106 2.244 0.380
C 0.51454 -0.06078 0.14163 -0.570 1.205 -1.629 -0.055
C -2.06750 0.45811 -0.00222 -1.027 0.375 3.297 -0.752
H 1.77553 -1.80447 0.17222 1.533 0.691 -0.278 0.215
H -2.45697 0.64444 1.17969 0.232 -0.747 -3.513 0.235
H -2.71941 0.99006 -0.77153 0.719 -1.184 1.046 0.266
N 0.12462 -1.26101 0.07905 -2.451 -0.173 -0.521 -0.547
O 2.14137 1.63911 -0.36982 -0.211 -2.944 -0.238 -0.512
S 2.95004 -0.99633 0.00920 -0.326 0.269 -0.522 -0.027
S -1.66875 -1.34624 -0.26880 1.357 0.810 0.583 0.406
S -0.49233 1.29662 0.06736 -0.669 1.591 -0.470 0.391

***

# 6
10
Properties=species:S:1:pos:R:3:forces:R:3:mulliken_spin:R:1 method="wB97M-V/def2-TZVPD" homo_lumo_gap_ev="2.91 / 4.81" multiplicity=4 total_charge=+4 s_squared=3.7844 lumo_ev="-24.2 / -22.3" relative_energy_kj_mol=503.0
O -1.58012 -2.13220 -2.13546 1.401 -1.523 -0.680 -0.041
Nd -0.95070 -2.90419 2.22567 0.174 -1.087 -1.600 3.063
O -0.46282 -3.02579 -0.38819 1.811 -1.805 5.022 -0.037
C -0.90398 -2.73059 -1.43166 -3.750 3.428 -2.514 0.015
O -0.31325 1.06976 -0.08984 -1.240 -1.079 -1.030 0.000
C -0.12632 2.18690 0.35987 3.103 1.455 4.413 0.000
H -0.17678 2.77689 1.33427 -2.511 0.518 -1.539 0.000
C 1.17999 1.68983 0.10079 0.823 -0.012 -1.920 0.000
H 1.70560 1.15341 0.89336 0.080 0.455 -0.205 0.000
H 1.62839 1.91598 -0.86882 0.109 -0.350 0.053 0.000